{"formula": "C23H19N5O3SSnTe4", "method": "the ωB97M-V functional and the def2-TZVPD basis", "largest_force_ev_per_a": 0.8, "de_lowest_kcal_mol": 19.0, "total_charge": -2, "e_lumo_ev": 4.09, "homo_lumo_gap_ev": 4.7, "elements": ["Sn", "O", "C", "C", "C", "C", "C", "C", "C", "O", "N", "N", "C", "C", "C", "C", "C", "C", "C", "O", "H", "H", "H", "H", "H", "H", "H", "H", "H", "H", "C", "N", "C", "C", "N", "C", "S", "C", "C", "C", "C", "C", "N", "H", "H", "H", "H", "H", "H", "H", "H", "H", "Te", "Te", "Te", "Te"], "xyz": [[-0.137, 0.181, -0.456], [-1.985, 4.773, 2.449], [-0.902, 4.383, 3.147], [-0.466, 5.183, 4.204], [0.652, 4.825, 4.936], [1.355, 3.664, 4.631], [0.914, 2.862, 3.592], [-0.212, 3.201, 2.847], [-0.652, 2.297, 1.751], [-0.088, 1.168, 1.630], [-1.640, 2.752, 1.001], [-1.979, 1.840, 0.024], [-3.120, 2.013, -0.520], [-3.752, 1.097, -1.450], [-5.058, 1.394, -1.856], [-5.794, 0.543, -2.656], [-5.209, -0.662, -3.054], [-3.927, -0.986, -2.670], [-3.141, -0.114, -1.875], [-1.920, -0.440, -1.609], [-2.095, 4.100, 1.724], [-1.019, 6.089, 4.419], [0.984, 5.465, 5.746], [2.242, 3.393, 5.189], [1.437, 1.955, 3.317], [-3.707, 2.884, -0.213], [-5.496, 2.327, -1.515], [-6.802, 0.800, -2.957], [-5.769, -1.354, -3.675], [-3.466, -1.917, -2.977], [2.395, -2.624, 2.956], [2.577, -2.919, 1.560], [3.368, -3.922, 1.065], [3.142, -4.050, -0.240], [2.156, -3.111, -0.602], [1.804, -2.339, 0.549], [0.124, -1.996, 1.043], [1.728, -2.943, -1.910], [2.375, -3.626, -2.956], [1.936, -3.427, -4.243], [0.874, -2.564, -4.481], [0.322, -1.924, -3.389], [0.730, -2.106, -2.136], [3.290, -2.942, 3.488], [1.509, -3.117, 3.366], [2.279, -1.548, 3.090], [4.094, -4.419, 1.684], [3.640, -4.678, -0.948], [3.237, -4.247, -2.777], [2.442, -3.924, -5.062], [0.509, -2.366, -5.478], [-0.487, -1.216, -3.504], [2.792, 1.280, -2.149], [5.222, 1.860, -3.016], [5.601, -0.826, 0.562], [3.095, -0.018, 0.403]], "forces_ev_per_a": [[-0.26, 0.22, -0.06], [0.14, 0.54, 0.59], [-0.23, 0.17, -0.05], [0.02, 0.03, 0.04], [-0.02, -0.01, -0.03], [-0.02, -0.01, -0.03], [0.01, 0.01, 0.02], [0.10, -0.10, 0.00], [0.14, -0.05, 0.14], [-0.09, 0.12, -0.05], [0.11, -0.33, -0.28], [-0.08, -0.22, 0.09], [-0.03, 0.00, -0.02], [-0.05, 0.02, 0.03], [-0.01, 0.00, -0.01], [-0.01, 0.01, 0.00], [0.04, -0.01, 0.01], [-0.07, 0.02, -0.04], [0.03, 0.04, -0.10], [0.14, -0.24, 0.19], [-0.12, -0.24, -0.31], [0.00, 0.00, 0.01], [0.00, 0.00, 0.00], [0.00, 0.00, 0.00], [0.01, -0.02, 0.00], [0.00, -0.02, 0.00], [0.00, 0.00, 0.00], [0.00, 0.00, 0.00], [0.00, 0.00, 0.00], [0.00, 0.00, 0.01], [0.13, 0.15, 0.10], [-0.49, 0.06, -0.15], [0.20, 0.00, 0.06], [-0.07, 0.10, -0.04], [0.02, -0.03, 0.38], [0.00, -0.80, 0.07], [0.15, 0.16, -0.43], [0.14, 0.07, -0.12], [0.03, -0.01, 0.08], [-0.01, 0.01, -0.04], [-0.03, 0.04, 0.05], [-0.01, 0.02, -0.02], [-0.04, 0.13, 0.09], [0.01, -0.01, 0.00], [0.03, 0.00, -0.04], [0.00, -0.01, -0.02], [0.00, 0.01, 0.00], [0.02, 0.01, 0.00], [-0.03, -0.01, -0.01], [-0.01, 0.00, 0.00], [0.00, 0.01, 0.00], [-0.11, 0.08, 0.00], [0.11, -0.16, 0.10], [0.12, 0.01, -0.05], [0.15, -0.14, 0.02], [-0.06, 0.39, -0.19]], "nbo_charge": [1.30, -0.72, 0.43, -0.32, -0.19, -0.28, -0.13, -0.24, 0.62, -0.78, -0.51, -0.33, 0.12, -0.24, -0.15, -0.31, -0.19, -0.32, 0.49, -0.87, 0.50, 0.20, 0.19, 0.20, 0.24, 0.16, 0.19, 0.19, 0.19, 0.21, -0.40, -0.45, -0.02, -0.10, -0.46, 0.25, -0.36, 0.41, -0.28, -0.15, -0.30, 0.08, -0.45, 0.20, 0.20, 0.24, 0.22, 0.22, 0.21, 0.20, 0.21, 0.21, -0.14, -0.64, -0.62, 0.09]}

---

{"formula": "C3H6N2O", "method": "the ωB97M-V functional and the def2-TZVPD basis", "largest_force_ev_per_a": 5.1, "de_lowest_kcal_mol": 50.7, "e_lumo_ev": 0.60, "homo_lumo_gap_ev": 9.5, "elements": ["H", "O", "N", "H", "C", "C", "C", "N", "H", "H", "H", "H"], "xyz": [[0.551, 0.517, 1.598], [1.205, 0.459, 2.596], [0.210, 0.342, 0.341], [0.800, 1.032, 3.151], [-1.098, 0.515, -0.152], [0.905, -0.376, -0.485], [-1.271, -0.290, -1.256], [0.036, -0.989, -1.403], [0.416, -1.325, -2.269], [1.924, -0.644, -0.385], [-1.938, -0.491, -2.063], [-1.740, 1.250, 0.326]], "forces_ev_per_a": [[2.37, -0.03, 2.63], [0.34, -2.52, -4.39], [-1.27, 1.10, -1.47], [-1.79, 2.80, 3.01], [0.69, -1.16, -0.84], [-3.11, -1.66, -0.56], [3.65, -0.77, 0.62], [-0.45, 3.01, 1.13], [-0.34, -0.27, -0.30], [0.73, -0.17, 0.18], [-0.80, 0.21, 0.16], [-0.01, -0.53, -0.18]], "nbo_charge": [0.46, -1.07, -0.48, 0.43, -0.07, 0.25, -0.09, -0.54, 0.41, 0.22, 0.23, 0.23]}

---

{"formula": "C23H21F6N5O3", "method": "the ωB97M-V functional and the def2-TZVPD basis", "largest_force_ev_per_a": 2.8, "e_lumo_ev": -1.36, "homo_lumo_gap_ev": 7.5, "smiles": "O=C(NC[C@H]1CCCN1)Nc1cc(C(F)(F)F)cc(C(F)(F)F)c1.N#Cc1ccc(/C=C/[N+](=O)[O-])cc1", "elements": ["O", "C", "N", "C", "C", "C", "C", "C", "N", "N", "C", "C", "C", "C", "F", "F", "F", "C", "C", "C", "F", "F", "F", "C", "H", "H", "H", "H", "H", "H", "H", "H", "H", "H", "H", "H", "H", "H", "H", "N", "C", "C", "C", "C", "C", "C", "C", "N", "O", "O", "C", "C", "H", "H", "H", "H", "H", "H"], "xyz": [[0.747, 0.276, 3.639], [1.103, 1.412, 3.899], [2.209, 1.632, 4.692], [3.046, 0.512, 5.073], [3.930, 0.057, 3.923], [4.911, 1.162, 3.479], [6.268, 0.465, 3.234], [6.080, -1.003, 3.662], [4.768, -1.101, 4.325], [0.434, 2.513, 3.389], [-0.760, 2.473, 2.655], [-1.161, 3.606, 1.959], [-2.368, 3.640, 1.304], [-2.749, 4.862, 0.496], [-4.087, 5.001, 0.518], [-2.154, 5.941, 1.037], [-2.325, 4.685, -0.769], [-3.210, 2.550, 1.362], [-2.825, 1.409, 2.036], [-3.795, 0.253, 2.133], [-3.270, -0.697, 2.929], [-4.947, 0.714, 2.657], [-4.015, -0.239, 0.900], [-1.595, 1.358, 2.656], [2.610, 2.567, 4.792], [3.662, 0.770, 5.940], [2.386, -0.304, 5.382], [3.292, -0.228, 3.071], [4.553, 1.700, 2.593], [4.997, 1.909, 4.273], [6.574, 0.542, 2.183], [7.067, 0.944, 3.814], [6.119, -1.668, 2.793], [6.856, -1.331, 4.365], [4.288, -1.993, 4.164], [0.837, 3.421, 3.586], [-0.528, 4.473, 1.930], [-4.185, 2.605, 0.904], [-1.287, 0.454, 3.158], [8.228, -8.077, 5.482], [7.284, -7.434, 5.270], [6.151, -6.648, 5.016], [6.078, -5.854, 3.877], [4.963, -5.091, 3.621], [3.879, -5.085, 4.500], [2.704, -4.269, 4.204], [1.699, -4.021, 5.039], [0.587, -3.200, 4.625], [0.277, -3.189, 3.428], [0.001, -2.531, 5.487], [3.959, -5.888, 5.640], [5.074, -6.652, 5.891], [6.910, -5.851, 3.193], [4.920, -4.485, 2.731], [2.627, -3.847, 3.215], [1.676, -4.389, 6.045], [3.134, -5.923, 6.330], [5.125, -7.271, 6.771]], "forces_ev_per_a": [[0.10, -0.04, 0.14], [0.25, -0.70, -0.18], [-0.25, 1.28, -0.07], [-0.26, -0.57, 0.02], [0.33, -0.52, -0.45], [0.03, -0.16, 0.08], [0.07, 0.11, 0.01], [-0.18, -0.41, 0.10], [-0.23, 0.63, 0.07], [0.77, 0.39, 0.48], [-0.21, -0.04, 0.03], [0.55, 0.03, 0.19], [-0.23, -0.15, -0.01], [0.36, -1.68, 1.21], [0.42, 0.67, -0.50], [-0.48, 0.33, -0.74], [-0.37, 0.78, 0.02], [-0.65, 0.12, -0.35], [0.21, 0.36, 0.00], [1.51, 1.20, 0.08], [-0.92, -0.16, -0.43], [-0.14, -0.80, -0.19], [-0.49, -0.41, 0.51], [0.09, -0.54, 0.31], [-0.41, -0.58, -0.14], [-0.05, 0.14, -0.17], [0.09, 0.09, -0.04], [-0.03, 0.20, 0.20], [0.05, -0.22, 0.16], [0.09, -0.04, 0.02], [-0.12, -0.12, 0.23], [-0.21, -0.11, -0.07], [0.13, 0.04, -0.09], [-0.04, 0.08, -0.21], [0.38, 0.59, 0.02], [-0.28, -0.20, -0.17], [0.25, 0.22, 0.04], [-0.09, -0.04, -0.11], [-0.01, 0.14, 0.05], [-1.23, 0.82, -0.28], [2.31, -1.53, 0.51], [-1.10, 0.84, -0.38], [0.39, -0.10, -0.17], [-0.40, 0.18, 0.08], [0.28, -0.25, 0.24], [-0.54, 0.15, -0.08], [0.76, -0.35, -0.15], [-1.60, 1.32, -0.72], [0.58, -0.14, 1.40], [0.98, -1.16, -0.78], [-0.07, 0.17, -0.15], [-0.01, -0.21, 0.32], [0.11, 0.04, -0.14], [0.02, 0.09, -0.18], [0.05, 0.11, -0.24], [-0.35, 0.25, 0.36], [-0.13, -0.05, 0.16], [-0.06, -0.08, 0.16]], "nbo_charge": [-0.65, 0.79, -0.64, -0.22, -0.07, -0.41, -0.42, -0.22, -0.64, -0.62, 0.15, -0.21, -0.12, 0.98, -0.32, -0.32, -0.32, -0.19, -0.13, 0.98, -0.31, -0.32, -0.32, -0.16, 0.39, 0.21, 0.23, 0.19, 0.22, 0.19, 0.21, 0.21, 0.17, 0.19, 0.36, 0.39, 0.22, 0.23, 0.27, -0.28, 0.27, -0.17, -0.17, -0.13, -0.08, -0.15, -0.10, 0.49, -0.36, -0.36, -0.17, -0.15, 0.23, 0.21, 0.24, 0.22, 0.22, 0.23]}

---

{"formula": "C13H13NO4Pt", "method": "the ωB97M-V functional and the def2-TZVPD basis", "largest_force_ev_per_a": 5.8, "spin_multiplicity": 3, "de_lowest_kcal_mol": 5.8, "total_charge": 2, "e_lumo_ev": [-8.09, -9.80], "homo_lumo_gap_ev": [7.3, 6.1], "elements": ["Pt", "O", "C", "C", "O", "C", "O", "C", "O", "C", "N", "C", "C", "C", "C", "C", "C", "C", "C", "H", "H", "H", "H", "H", "H", "H", "H", "H", "H", "H", "H", "H"], "xyz": [[0.341, -1.324, 0.202], [-1.136, 4.437, -0.051], [-1.323, 3.354, 0.269], [2.383, -1.366, 0.113], [3.507, -1.602, -0.058], [-1.788, -1.537, 0.092], [-2.830, -1.993, -0.175], [0.116, -0.331, -1.611], [-0.161, -0.056, -2.708], [-2.625, -0.612, 5.010], [-1.896, -1.723, 4.355], [-2.796, -2.889, 4.155], [-1.247, -1.328, 3.096], [-0.060, -0.420, 3.269], [0.426, -0.086, 4.573], [1.444, 0.861, 4.744], [1.933, 1.509, 3.606], [1.477, 1.095, 2.293], [0.628, -0.007, 2.134], [-3.447, -0.279, 4.342], [-1.935, 0.219, 5.189], [-3.042, -0.973, 5.970], [-1.156, -2.047, 4.991], [-3.652, -2.590, 3.500], [-2.218, -3.698, 3.663], [-3.177, -3.250, 5.139], [-0.940, -2.245, 2.581], [-2.013, -0.832, 2.474], [0.016, -0.600, 5.479], [1.801, 1.077, 5.733], [2.704, 2.236, 3.729], [1.877, 1.645, 1.441]], "forces_ev_per_a": [[-0.31, 2.14, 0.03], [-0.49, -2.74, 0.83], [0.51, 2.69, -0.83], [4.56, -2.45, -1.00], [-4.91, 1.57, 0.93], [-3.89, -3.48, -1.50], [4.88, 2.74, 1.44], [-1.23, 1.13, -4.83], [1.34, -1.15, 4.97], [-0.72, 0.77, 0.48], [0.01, -0.61, 0.52], [-0.80, -0.97, -0.32], [0.05, 0.02, -0.65], [0.37, -0.62, 1.49], [-0.28, -0.39, -0.53], [-0.64, -0.54, -1.21], [-1.06, -1.55, -1.12], [1.08, 0.25, 0.97], [-0.09, 1.61, 0.76], [0.51, -0.30, 0.40], [-0.35, -0.24, -0.05], [0.23, 0.21, -0.58], [-0.16, 0.15, -0.11], [0.74, -0.20, 0.62], [-0.41, 0.47, 0.37], [0.30, 0.39, -0.78], [-0.16, 0.02, 0.23], [0.16, -0.16, 0.37], [0.43, 0.69, -0.87], [0.16, 0.19, 0.18], [0.23, 0.56, -0.28], [-0.01, -0.23, 0.09]], "mulliken_spin": [0.82, 0.00, 0.00, 0.16, 0.01, 0.10, 0.00, 0.17, 0.01, 0.00, 0.01, 0.00, 0.06, 0.05, 0.03, 0.03, 0.02, 0.04, 0.51, 0.00, 0.00, 0.00, 0.00, 0.00, 0.00, 0.00, -0.03, 0.01, 0.00, 0.00, 0.00, 0.01]}

---

{"formula": "C12H30Cl2HgN2O4", "method": "the ωB97M-V functional and the def2-TZVPD basis", "largest_force_ev_per_a": 3.3, "spin_multiplicity": 2, "de_lowest_kcal_mol": 0.0, "total_charge": 1, "e_lumo_ev": [-2.30, -7.39], "homo_lumo_gap_ev": [10.4, 5.2], "elements": ["Hg", "Cl", "Cl", "C", "O", "C", "C", "N", "C", "C", "O", "C", "H", "H", "H", "H", "H", "H", "H", "H", "H", "H", "H", "H", "H", "H", "H", "C", "O", "C", "C", "N", "C", "C", "O", "C", "H", "H", "H", "H", "H", "H", "H", "H", "H", "H", "H", "H", "H", "H", "H"], "xyz": [[-0.193, -0.063, 0.080], [0.300, 0.849, 2.572], [-0.774, -0.784, -2.438], [3.125, 0.180, 0.135], [1.870, 0.632, -0.405], [1.817, 2.049, -0.591], [0.512, 2.497, -1.293], [-0.596, 2.216, -0.373], [-1.868, 2.656, -0.950], [-1.953, 4.195, -1.278], [-1.699, 5.022, -0.189], [-2.178, 6.383, -0.366], [3.915, 0.400, -0.584], [3.139, -0.903, 0.262], [3.252, 0.716, 1.075], [2.666, 2.366, -1.197], [2.001, 2.525, 0.372], [0.346, 1.917, -2.201], [0.590, 3.545, -1.583], [-0.391, 2.787, 0.435], [-2.696, 2.412, -0.286], [-2.210, 2.036, -1.780], [-2.975, 4.407, -1.589], [-1.286, 4.451, -2.101], [-1.604, 6.795, -1.195], [-1.978, 6.996, 0.513], [-3.233, 6.378, -0.640], [-3.358, -0.555, 0.232], [-2.113, -0.791, 0.734], [-1.910, -2.217, 0.959], [-0.525, -2.506, 1.576], [0.586, -2.126, 0.741], [0.890, -3.150, -0.284], [1.631, -4.416, 0.299], [2.985, -4.109, 0.643], [3.690, -5.285, 0.949], [-3.588, -1.076, -0.697], [-3.554, 0.504, 0.067], [-4.155, -0.829, 0.922], [-2.015, -2.826, 0.061], [-2.738, -2.584, 1.566], [-0.492, -3.523, 1.967], [-0.438, -1.896, 2.475], [1.445, -2.132, 1.271], [1.418, -2.879, -1.198], [-0.027, -3.529, -0.736], [1.504, -5.203, -0.445], [1.138, -4.800, 1.192], [3.169, -5.858, 1.716], [4.588, -4.911, 1.441], [3.970, -5.962, 0.143]], "forces_ev_per_a": [[0.53, 0.91, -0.88], [-0.09, -0.28, -0.84], [0.23, 0.35, 1.24], [-0.15, 0.50, -0.14], [0.77, 0.23, -0.81], [0.57, 0.46, -0.70], [1.24, -1.11, 0.38], [0.05, 0.46, -0.84], [-1.55, 0.88, 0.48], [-0.39, -0.63, -0.34], [0.16, 0.32, 1.40], [0.77, -0.88, -0.74], [0.07, 0.24, 0.10], [-0.43, 0.11, 0.10], [0.42, -0.27, 0.12], [0.05, -0.15, -0.31], [-0.49, 0.18, 0.28], [0.12, -0.08, -0.04], [-0.01, 0.09, 0.33], [-0.35, -0.08, 0.74], [0.31, 0.37, 0.78], [0.93, 0.19, -0.66], [-0.21, -0.39, -0.46], [0.06, -0.02, -0.30], [-0.10, 0.32, -0.14], [-0.08, -0.50, 0.10], [-0.10, 0.03, 0.19], [-3.07, 0.79, -0.97], [0.50, -2.35, 1.33], [0.28, -0.61, 0.17], [-1.51, 0.69, 1.70], [0.77, -0.83, -1.52], [0.08, -2.29, -0.42], [-0.41, 1.33, -0.04], [-1.37, -0.10, -1.24], [0.94, 0.16, 1.46], [0.43, -0.10, -0.20], [0.59, 0.03, -0.04], [0.15, -0.33, 0.43], [0.02, 0.60, -0.70], [0.26, 0.18, 0.59], [-0.01, -0.28, -0.50], [-0.07, 0.14, 0.10], [0.07, 0.75, 0.63], [0.39, 1.02, 0.49], [-0.35, 0.11, 0.36], [0.51, -0.06, -0.27], [-0.22, 0.04, 0.25], [-0.26, -0.18, 0.02], [0.24, -0.30, -0.19], [-0.29, 0.36, -0.47]], "mulliken_spin": [0.04, 0.46, 0.23, 0.00, 0.00, 0.01, -0.01, 0.16, -0.01, 0.01, 0.00, 0.00, 0.00, 0.00, 0.00, 0.00, 0.00, 0.00, 0.01, 0.00, 0.00, 0.00, 0.00, 0.00, 0.00, 0.00, 0.00, 0.00, 0.00, 0.00, -0.01, 0.12, -0.01, 0.01, 0.00, 0.00, 0.00, 0.00, 0.00, 0.00, 0.00, 0.00, 0.00, 0.00, 0.00, 0.00, 0.00, 0.00, 0.00, 0.00, 0.00]}

---

{"formula": "FHNO3P", "method": "the ωB97M-V functional and the def2-TZVPD basis", "largest_force_ev_per_a": 2.5, "de_lowest_kcal_mol": 19.5, "total_charge": -2, "e_lumo_ev": [7.46, 7.46], "homo_lumo_gap_ev": [6.4, 6.4], "elements": ["N", "O", "O", "O", "F", "P", "H"], "xyz": [[-1.280, -0.297, 0.973], [0.501, 1.331, -1.552], [1.510, -0.861, -0.851], [1.610, 1.135, 0.761], [-2.614, -0.666, 0.288], [1.006, 0.461, -0.451], [-0.734, -1.102, 0.831]], "forces_ev_per_a": [[-0.58, 2.36, 0.30], [-0.54, 0.24, -0.06], [0.17, -1.90, 0.06], [-0.57, -0.59, -0.32], [0.65, -0.28, -0.02], [0.36, 2.27, 0.54], [0.50, -2.11, -0.51]], "nbo_charge": [-0.66, -1.19, -1.20, -1.19, -0.46, 2.44, 0.25]}